ORCA calculation (ωB97M-V/def2-TZVPD) on a cluster of 11 separate species, C46H66N11O2 in total.

* maximum force: 13.01 eV Å⁻¹
* LUMO energy: -1.431 eV
* DFT total energy: -2544.10365 Ha
* M: 805.109 g mol⁻¹
* charge: +1
* HOMO energy: -9.551 eV
* energy above the lowest of the compared OMol25 structures with the same formula, charge and spin: 7.175 eV
* Kohn-Sham gap: 8.12 eV

```
125
Properties=species:S:1:pos:R:3:forces:R:3
C 2.799335 1.146024 2.761553 3.7 -1.9 -9.6
O 1.743975 0.904892 1.797839 -2.6 2.6 1.7
C 0.732071 2.086434 1.795699 2.9 -0.6 0.1
C -0.293154 1.771539 0.786335 5.7 -1.5 -4.4
N -1.041764 0.584111 1.049191 3.0 -1.9 1.1
H -0.263263 -0.094255 1.523045 -2.3 1.1 -0.9
H -1.649341 0.887762 1.748902 -1.6 0.0 2.4
C -1.823381 -0.037188 0.031162 1.8 2.2 -6.9
C -0.870929 -0.746924 -1.110243 -2.1 -0.4 1.8
O -1.600182 -1.581124 -1.897226 -3.2 -3.7 -2.6
C -0.870157 -2.287321 -3.044737 1.8 12.4 3.7
H 3.409285 2.136823 2.286724 -0.8 -2.9 1.0
H 3.342059 0.096615 2.678891 -0.4 2.6 0.5
H 2.709272 1.480821 3.648596 -2.2 1.7 6.6
H 1.345161 2.938529 1.350025 -0.9 -0.6 1.1
H 0.286302 2.323791 2.792741 0.8 -0.4 -0.5
H 0.417107 1.718627 -0.279509 -2.2 -0.7 2.8
H -0.808567 2.589529 0.556579 -3.0 3.2 -0.5
H -2.575094 0.712409 -0.578377 2.3 -1.2 1.6
H -2.469762 -0.721013 0.333410 -2.4 -3.2 2.2
H -0.079085 -1.387710 -0.889598 2.1 -0.1 2.2
H -0.612460 -0.121404 -1.836478 2.2 4.2 -1.9
H 0.018861 -2.532088 -2.701513 4.3 -1.5 1.4
H -0.816637 -1.603035 -3.926260 0.5 0.1 0.8
H -1.385640 -2.925275 -3.387946 -7.2 -9.3 -3.6
N 2.593740 5.672933 2.503181 -1.5 0.4 -4.5
C 1.558798 5.220196 3.334351 3.8 0.3 0.4
C 2.171009 4.516792 4.355212 1.3 -0.1 -0.1
C 3.596211 4.440583 4.025165 -1.8 0.6 -3.0
C 3.773814 5.003976 2.737434 -5.2 1.0 4.9
H 2.407190 6.186673 1.447761 0.4 -2.3 4.7
H 0.636454 5.676671 3.382707 -1.9 0.8 -0.3
H 1.647929 4.186535 5.261766 0.5 0.1 -0.5
H 4.427355 3.944129 4.351700 1.4 -1.5 1.9
H 4.463863 5.148481 2.037502 3.4 0.2 -2.2
N -3.458585 2.424448 1.950748 -0.1 -1.3 1.8
C -2.709137 2.679480 3.100512 -0.6 -1.1 -1.1
C -2.846135 1.530105 3.821065 -2.9 -1.0 -2.2
C -3.873921 0.591657 3.126709 3.0 4.0 0.9
C -4.188894 1.256085 1.966925 3.4 0.9 4.4
H -3.429931 3.080702 1.285204 -0.4 2.4 -3.3
H -2.182966 3.674717 3.272038 -0.8 -1.8 -0.4
H -2.424359 1.468944 4.733480 1.1 -0.8 3.0
H -4.350079 -0.262095 3.500327 -0.2 -1.1 0.5
H -4.764678 0.762895 1.323420 -2.3 -0.6 -3.4
N 2.995204 7.282905 -0.108017 7.4 6.9 0.9
C 1.724764 7.363418 0.279077 -0.3 -1.4 -1.6
C 1.212864 6.159712 -0.124841 -3.5 -2.5 -0.4
C 2.319784 5.332664 -0.598637 -0.6 -0.9 -2.5
C 3.422422 6.185157 -0.718176 -2.7 -2.3 1.5
H 3.870394 8.097738 0.119671 -4.0 -3.0 -0.7
H 1.319073 8.218903 0.708355 -0.6 1.1 0.6
H -0.000798 5.888735 -0.085569 3.9 0.6 0.1
H 2.356125 4.291797 -1.101625 -0.6 1.9 1.2
H 4.432082 5.937391 -0.889157 0.9 0.1 -0.3
N 2.294179 -4.807878 0.859522 -0.1 1.6 -1.7
C 3.379075 -4.187777 1.478812 -0.2 -2.9 1.4
C 3.705206 -3.130859 0.722209 0.0 2.4 -1.9
C 2.725115 -2.920399 -0.345813 0.0 -4.8 2.5
C 1.911450 -4.038369 -0.338027 -0.3 -2.4 3.5
H 1.823350 -5.685123 1.075800 0.5 0.5 0.2
H 3.819603 -4.691278 2.420219 -0.6 1.2 -1.9
H 4.578618 -2.489180 0.650331 -0.1 -0.2 1.0
H 2.669716 -2.137140 -0.963407 0.0 2.7 -2.3
H 0.990463 -4.600725 -0.645881 0.9 1.7 -0.9
N -4.341213 4.846012 0.643886 3.3 0.4 -1.3
C -2.988228 5.185924 0.550190 -2.5 1.7 4.0
C -2.559078 4.661657 -0.534549 2.5 -0.5 -6.4
C -3.725512 3.967896 -1.278895 2.1 0.4 -1.0
C -4.722983 4.099370 -0.417147 -4.3 -0.4 1.8
H -4.789047 5.098495 1.418451 -2.9 0.8 3.4
H -2.444223 5.876897 1.255169 -1.0 -1.0 -0.8
H -1.602175 5.207010 -0.855953 -1.3 -2.0 -0.5
H -3.981632 3.589943 -2.309724 1.4 0.3 1.3
H -5.833566 3.724013 -0.335230 2.5 0.7 -0.8
N 1.660705 -6.626697 -3.845820 -4.6 2.5 2.3
C 0.787731 -5.644049 -3.170921 1.5 -2.3 -0.2
C -0.334979 -6.406697 -2.710791 4.4 -0.8 -3.1
C -0.103244 -7.788986 -3.243013 1.5 2.7 0.3
C 1.139589 -7.870494 -3.876453 -4.7 5.6 2.8
H 2.547431 -6.420096 -4.086049 3.4 0.9 -1.0
H 1.271170 -4.597244 -2.991343 -1.4 -2.3 -0.4
H -1.006902 -6.023550 -2.014935 -1.5 0.3 0.6
H -0.779447 -8.554420 -3.267293 -1.6 -1.8 0.5
H 1.789286 -8.539961 -4.113772 3.1 -4.8 -1.9
N 0.470332 -2.423897 1.869627 1.3 -4.4 -2.5
C 0.568013 -1.667890 2.960632 1.6 2.7 2.8
C -0.676358 -1.412148 3.454784 -0.7 -2.7 -2.9
C -1.602705 -2.291192 2.582006 -0.3 1.8 3.3
C -0.833444 -2.980605 1.700549 -0.5 2.1 1.4
H 1.235427 -3.073649 1.572881 -0.7 1.4 0.3
H 1.557930 -1.179932 3.490067 -2.5 -1.8 -2.1
H -0.776280 -0.834992 4.314878 -1.0 0.8 1.2
H -2.685217 -2.363861 2.857038 1.2 -0.2 -0.8
H -1.297324 -3.734615 1.057857 1.2 0.3 -0.3
N -1.783274 -5.545694 -7.488567 2.0 -2.8 -0.2
C -2.752958 -4.603779 -7.720106 -0.8 0.2 2.0
C -3.127182 -4.203262 -6.455335 0.3 -0.8 2.7
C -2.291535 -5.004574 -5.361479 -0.3 -0.5 -9.2
C -1.495071 -5.943158 -6.214318 -3.2 4.5 6.1
H -1.428755 -6.320832 -7.979064 0.0 -0.1 -2.7
H -3.274138 -4.273338 -8.649617 1.2 -0.8 0.7
H -4.036565 -3.550474 -6.254385 1.7 -0.7 -0.2
H -2.485221 -4.907376 -4.385359 -0.3 0.0 3.5
H -0.884831 -6.717624 -5.603418 -0.6 1.1 -2.5
N -5.428231 -5.199721 0.826951 0.3 -2.2 2.9
C -4.239887 -4.904000 0.195251 -0.7 0.3 -2.0
C -4.194367 -3.572292 0.064359 -1.4 1.3 3.9
C -5.191395 -2.906199 1.152311 2.6 -6.8 -4.4
C -5.858314 -3.994466 1.560037 -3.7 -3.6 0.9
H -5.532429 -6.240027 1.190331 -0.2 3.3 -0.6
H -3.567213 -5.561877 -0.418248 -1.3 0.2 1.0
H -3.487007 -3.166898 -0.560618 1.5 1.7 -1.0
H -5.173843 -1.948019 1.348380 -0.5 4.5 1.1
H -6.905786 -4.267729 2.223359 3.5 1.4 -1.8
N 6.950637 4.004520 -1.035937 0.2 2.0 -1.5
C 7.323102 4.197472 0.303488 -1.9 -2.2 0.4
C 6.450962 3.434765 1.044608 -3.7 -0.7 -1.0
C 5.269097 3.008905 0.056688 9.3 4.2 -0.5
C 5.696960 3.446651 -1.194119 -0.4 -1.9 3.3
H 7.195066 4.629442 -1.802675 0.7 -0.2 0.6
H 8.072567 4.814186 0.770875 0.5 0.0 -0.9
H 6.379381 3.169157 2.139796 0.5 0.8 -1.5
H 4.400403 2.659973 0.242154 -5.6 -2.9 1.6
H 5.215389 3.029859 -2.072331 0.6 0.9 -0.5
```
Positions in Å, forces in eV/Å.